[1]
A structure of composition C19H45F3NNbO6PS2, computed with the ωB97M-V functional and the def2-TZVPD basis.

Calculated values
HOMO-LUMO gap = 0.1967 Eh
DFT total energy = -74863.8301 eV
Charge = -1

Each line ends with the Mulliken charge.
Atoms and positions in Å:
Nb  2.391  0.812  1.278  -0.599
S  5.516  2.338  0.039  -0.398
S  3.681  -1.368  0.969  1.076
P  4.584  2.133  1.776  0.117
F  2.419  -3.610  -0.042  -0.244
F  2.250  -1.800  -1.361  -0.199
F  4.204  -2.880  -1.153  -0.239
O  0.401  3.032  0.202  -0.225
O  -1.758  -2.287  1.817  -0.383
O  5.115  -0.992  0.646  -0.631
O  0.811  2.660  6.301  -0.565
O  3.669  -2.239  2.212  -0.676
O  -1.949  3.385  -1.468  -0.465
N  2.725  1.190  -0.814  -0.636
C  3.073  -2.442  -0.447  0.450
C  1.212  2.748  1.382  -0.484
C  -0.624  3.930  0.653  -0.229
C  -1.121  -0.873  -2.923  -0.540
C  -0.731  -0.019  1.897  1.846
C  0.704  1.758  5.169  -0.275
C  -2.383  2.135  -0.909  0.732
C  -3.495  2.243  0.223  -1.132
C  2.140  1.702  4.442  -0.297
C  -2.228  -4.579  -5.779  -1.201
C  -0.462  -2.806  -5.296  -0.820
C  2.224  0.400  3.505  -0.017
C  -3.154  -1.906  1.668  -0.603
C  0.472  -0.355  0.880  0.006
C  -1.850  -3.105  -5.863  -0.419
C  -1.665  4.371  -0.468  -0.620
C  -0.289  -3.114  -3.806  -0.556
C  -1.264  -2.388  -2.877  -0.432
C  -1.073  -1.365  2.705  -1.041
H  -0.089  4.889  0.989  0.361
H  -3.003  2.426  1.224  0.241
H  2.885  1.546  5.296  0.535
H  -1.337  -0.475  -3.917  0.467
H  -1.197  5.254  -1.021  0.404
H  -2.609  -2.502  -5.356  0.249
H  -0.432  0.774  2.649  -0.827
H  -0.382  -4.191  -3.642  0.404
H  0.282  -3.384  -5.856  0.445
H  -2.269  -4.927  -4.745  0.285
H  1.983  3.592  1.510  0.389
H  -0.141  -1.872  3.105  0.371
H  -2.297  -2.668  -3.110  0.356
H  -4.320  2.969  -0.031  0.362
H  -1.507  1.499  -0.551  -0.499
H  -3.214  -4.742  -6.222  0.383
H  -3.983  1.213  0.294  0.318
H  2.724  2.220  -0.921  0.305
H  -1.869  -2.800  -6.915  0.388
H  0.426  0.707  5.489  0.246
H  -3.767  -2.730  2.138  0.279
H  -1.212  3.572  1.552  0.117
H  4.338  3.448  2.302  0.044
H  3.156  -0.190  3.805  0.607
H  1.341  -0.274  3.772  -0.291
H  -0.224  -1.754  -5.482  0.304
H  -2.603  4.808  0.026  0.247
H  1.886  0.893  -1.344  0.114
H  -1.755  -1.180  3.599  0.401
H  -0.108  -0.570  -2.643  0.108
H  -1.819  -0.407  -2.223  -0.113
H  0.599  2.715  2.342  0.274
H  -3.378  -1.753  0.569  0.145
H  -1.507  -5.196  -6.322  0.288
H  1.516  2.318  6.878  0.347
H  -3.360  -0.910  2.179  0.298
H  0.135  -0.078  -0.169  -0.408
H  -2.842  1.546  -1.775  0.302
H  -1.081  -2.725  -1.851  0.302
H  2.404  2.673  3.924  0.030
H  5.399  1.410  2.721  0.019
H  -1.639  0.329  1.313  -0.468
H  0.709  -1.470  0.873  0.427
H  0.735  -2.856  -3.516  0.094
H  -0.117  2.145  4.498  0.048

***

[2]
A structure of composition C4H8O4, computed with the ωB97M-V functional and the def2-TZVPD basis.

Calculated values
Relative energy (zero: lowest compared OMol25 entry of this formula, charge and spin) = 109.3 kcal per mole
HOMO-LUMO gap = 0.3247 Eh
DFT total energy = -12464.4186 eV

Each line ends with the Mulliken charge.
Atoms and positions in Å:
O  1.210  1.836  -0.644  -0.529
O  -1.559  1.398  -0.081  -0.606
O  -0.968  -0.401  1.323  -0.554
O  1.689  0.105  0.826  -0.515
C  -0.626  -1.763  -0.193  -0.028
C  -0.467  -0.766  -1.156  -0.937
C  0.777  1.117  0.478  -0.114
C  -0.656  0.627  0.163  0.914
H  -1.567  -2.279  -0.056  0.226
H  0.227  -2.197  0.308  0.206
H  -1.918  -0.278  1.468  0.335
H  0.512  -0.609  -1.593  0.288
H  0.673  1.742  1.371  0.331
H  1.980  -0.319  0.009  0.346
H  1.986  2.352  -0.396  0.321
H  -1.293  -0.564  -1.826  0.317

***

[3]
A structure of composition C32H55N4OOsP2, computed with the ωB97M-V functional and the def2-TZVPD basis.

Calculated values
Relative energy (zero: lowest compared OMol25 entry of this formula, charge and spin) = 0.0 kcal per mole
HOMO-LUMO gap (spin up / spin down) = 0.2240 / 0.2125 Eh
DFT total energy = -63101.3460 eV
2S+1 = 5
Charge = +3

Each line ends with the Mulliken charge.
Atoms and positions in Å:
Os  0.000  0.000  0.000  2.433
P  1.018  2.096  -0.637  -0.730
P  -1.636  -1.786  0.084  -1.472
O  2.490  -1.300  1.324  -0.427
N  -0.507  0.717  1.940  0.980
N  0.237  -0.992  -1.935  -0.237
N  -1.410  1.750  3.719  0.046
N  -1.610  0.924  -1.163  0.877
C  -0.405  -0.959  -4.910  -1.607
C  2.696  1.005  -2.568  -1.160
C  2.120  3.076  0.585  1.834
C  -1.562  -4.370  1.330  -1.605
C  2.322  4.546  0.163  -1.323
C  -4.380  -2.506  0.625  -1.278
C  -1.098  -3.638  0.053  2.190
C  -1.341  1.699  2.377  -0.977
C  -0.583  3.100  -0.702  -2.338
C  -2.170  -1.370  -1.703  -1.863
C  -2.483  0.091  -1.809  0.017
C  0.322  -3.174  -3.999  -1.573
C  -0.794  -1.491  -2.488  0.122
C  -1.651  -4.361  -1.190  -1.201
C  1.554  -0.779  0.837  -0.208
C  -0.778  -2.092  -3.928  1.846
C  2.503  3.535  -2.731  -1.719
C  -2.915  -1.915  2.616  -1.408
C  -1.681  2.277  -1.333  0.209
C  3.471  2.341  0.714  -1.422
C  0.589  2.082  -3.379  -1.950
C  1.766  2.227  -2.394  2.466
C  -3.629  2.003  -2.746  -1.303
C  -0.627  0.763  4.168  -1.225
C  0.446  -3.705  0.054  -1.668
C  -3.710  -0.143  1.065  -1.703
C  -3.232  -1.611  1.133  2.385
C  -0.086  0.118  3.083  -0.298
C  -3.509  0.619  -2.613  -0.548
C  -2.699  2.842  -2.108  -0.688
C  -2.129  -2.687  -4.370  -1.674
C  1.455  3.072  1.974  -1.706
H  -0.475  0.518  5.211  0.519
H  -3.436  -1.167  3.242  0.368
H  -2.751  3.928  -2.223  0.627
H  2.716  3.543  -3.816  0.511
H  2.225  0.267  -3.242  0.087
H  -4.328  0.053  0.176  0.375
H  3.468  3.632  -2.208  0.393
H  2.934  0.519  -1.608  0.275
H  -0.042  1.221  -3.115  0.305
H  -2.663  -4.025  -1.464  0.057
H  -0.991  -4.219  -2.058  0.195
H  -4.333  0.055  1.957  0.846
H  1.175  -2.794  -4.585  0.385
H  -1.699  -5.447  -0.984  0.579
H  -0.820  3.284  0.364  0.632
H  2.484  5.156  1.073  0.440
H  -2.994  -1.981  -2.099  1.698
H  -4.430  2.432  -3.357  0.516
H  -0.414  -1.336  -5.949  0.505
H  -3.256  -2.909  2.934  0.405
H  -2.869  0.566  1.077  -0.128
H  0.995  1.908  -4.392  0.627
H  -1.200  -5.413  1.272  0.557
H  -0.032  2.993  -3.419  0.250
H  -4.129  -3.031  -0.310  0.268
H  1.425  4.946  -0.341  0.226
H  3.988  2.227  -0.252  0.314
H  0.842  -3.583  1.073  0.341
H  -2.921  -1.918  -4.403  0.291
H  -2.034  -3.105  -5.388  0.512
H  -1.924  2.361  1.767  0.362
H  -1.125  -3.917  2.236  0.332
H  -2.467  -3.504  -3.709  0.305
H  0.601  -0.578  -4.677  0.314
H  1.889  4.425  -2.509  0.339
H  -4.201  -0.062  -3.118  0.590
H  -0.070  -4.087  -4.483  0.340
H  -0.493  4.078  -1.205  0.904
H  0.909  -2.936  -0.579  0.250
H  4.132  2.926  1.380  0.466
H  1.491  2.074  2.436  0.189
H  0.404  3.399  1.941  0.500
H  3.648  1.343  -3.021  0.463
H  0.565  -0.740  3.148  0.560
H  -1.120  -0.120  -4.840  0.287
H  3.188  4.696  -0.496  0.385
H  0.746  -4.704  -0.315  0.465
H  -4.598  -3.277  1.388  0.414
H  -1.980  2.409  4.294  0.336
H  2.007  3.779  2.622  0.618
H  -2.657  -4.405  1.437  0.288
H  0.688  -3.451  -2.995  0.410
H  -5.306  -1.928  0.463  0.354
H  -1.837  -1.828  2.818  0.194
H  3.338  1.342  1.163  0.266

***

[4]
A cluster of 2 separate species, C3H10N2O3S in total, computed with the ωB97M-V functional and the def2-TZVPD basis.

Calculated values
Relative energy (zero: lowest compared OMol25 entry of this formula, charge and spin) = 59.8 kcal per mole
SMILES = CC=[S@](N)(=O)O.NC=O
HOMO-LUMO gap = 0.3193 Eh
DFT total energy = -23227.6219 eV

Each line ends with the Mulliken charge.
Atoms and positions in Å:
S  1.444  0.386  0.186  0.960
O  1.630  1.470  1.120  -0.644
O  1.004  0.965  -1.195  -0.508
O  -1.525  1.385  -1.304  -0.711
N  2.937  -0.228  -0.398  -0.563
N  -2.740  0.751  0.679  -0.363
C  0.077  -0.531  0.615  -0.650
C  -0.167  -1.738  -0.324  -0.923
C  -1.619  1.210  -0.072  -0.052
H  0.240  -1.662  -1.330  0.322
H  3.266  -1.056  0.169  0.287
H  3.677  0.389  -0.317  0.278
H  -1.372  -1.839  -0.486  0.227
H  -3.642  0.672  0.090  0.265
H  0.147  -2.743  0.203  0.269
H  -2.821  0.706  1.690  0.223
H  -0.837  1.569  0.550  0.650
H  0.296  -0.848  1.595  0.503
H  0.005  1.144  -1.471  0.429

***

[5]
A cluster of 2 separate species, C3H8OS in total, computed with the ωB97M-V functional and the def2-TZVPD basis.

Calculated values
Relative energy (zero: lowest compared OMol25 entry of this formula, charge and spin) = 12.9 kcal per mole
SMILES = CC=O.CS
HOMO-LUMO gap = 0.3631 Eh
DFT total energy = -16122.6778 eV

Each line ends with the Mulliken charge.
Atoms and positions in Å:
S  1.708  -0.749  0.352  -0.209
O  -1.218  0.116  -1.371  -0.486
C  -2.500  0.444  0.691  -0.905
C  1.614  1.063  0.100  -0.764
C  -1.659  -0.254  -0.312  0.133
H  0.974  1.207  -0.767  0.248
H  2.415  -0.993  -0.760  0.122
H  2.588  1.495  -0.109  0.326
H  -1.314  -1.269  -0.018  0.398
H  -2.422  1.514  0.473  0.278
H  1.168  1.549  0.960  0.265
H  -3.543  0.138  0.596  0.332
H  -2.178  0.205  1.699  0.262